1.
75
Properties=species:S:1:pos:R:3:forces:R:3:mulliken_charge:R:1 method="wB97M-V/def2-TZVPD" lumo_ev=-2.77 total_charge=-1 homo_lumo_gap_ev=0.929 e_homo_ha=-0.1360
C 2.492230 2.594796 4.294872 1.0 -0.2 -0.1 -0.2407
O 3.425724 1.471088 4.215319 -0.3 1.0 -1.3 -0.4178
C 3.982026 1.463841 2.867977 -0.1 0.5 -1.4 -0.3947
C 3.073492 0.706818 1.758735 0.1 -0.5 0.5 0.0577
C 2.775490 -0.862666 2.063035 -0.1 0.5 0.6 -0.9045
C 1.757597 -1.128479 3.294299 -0.4 -0.6 -0.5 -0.6406
C 0.316041 -0.427777 3.080683 0.4 -0.8 0.8 -0.1224
C -0.876801 -1.215198 3.849788 -0.4 0.2 -0.9 -0.7670
C -2.240334 -1.342608 2.924529 0.2 -1.1 0.9 -0.3315
C -3.537467 -0.622644 3.584233 -0.3 -0.2 -0.6 -1.1776
C -3.795372 0.912433 3.126422 -1.3 0.4 0.8 1.3598
C -4.717513 1.570637 4.292509 -2.5 0.9 2.5 -0.3545
N -5.468579 1.978209 5.158085 4.3 -2.4 -4.8 -0.4936
C -2.461432 1.829341 3.063889 -1.6 0.1 -0.6 -0.5457
C -1.875817 2.059303 1.549964 2.9 2.6 -5.2 1.0502
N -1.500276 2.389544 0.383225 -9.4 -1.7 12.9 -1.1305
C -4.709695 1.039430 1.769934 -1.8 1.1 1.4 -0.8710
O -4.484981 -0.049586 0.831213 -0.5 0.8 1.9 -0.0772
N -3.926168 0.435306 -0.316349 2.9 -0.9 -0.6 -0.0401
O -2.900794 -0.159761 -0.507425 -1.8 1.0 -0.6 -0.1929
H 3.062301 3.584640 4.149500 -0.9 -1.3 0.3 0.2986
H 1.733304 2.504955 3.420252 1.7 0.6 1.3 -0.0672
H 1.968667 2.556197 5.317323 0.7 0.1 -1.6 0.3197
H 5.032766 1.008952 2.837429 -1.6 0.5 0.5 0.3261
H 4.076823 2.568096 2.516395 0.0 -1.8 0.5 0.1970
H 2.068538 1.256997 1.650300 1.3 -0.7 0.1 -0.3999
H 3.623937 0.778162 0.751596 -0.8 0.0 1.5 0.4729
H 2.300675 -1.330513 1.125725 0.8 0.6 1.3 0.2973
H 3.762747 -1.400793 2.309719 -1.5 0.8 -0.6 0.3545
H 1.554890 -2.274583 3.323338 0.4 1.9 -0.1 0.4781
H 2.184190 -0.839517 4.320604 -0.5 -0.3 -1.7 0.2604
H 0.389066 0.620206 3.562301 1.4 -5.4 -1.4 -0.4203
H 0.091999 -0.256212 1.964016 0.2 -0.3 1.6 0.3397
H -1.209707 -0.697166 4.827043 0.9 -0.7 -1.4 0.3618
H -0.466769 -2.255000 4.125743 -0.8 1.6 -0.4 0.4258
H -2.049262 -1.067049 1.822698 -0.4 -0.2 1.8 0.2069
H -2.475554 -2.482312 2.919402 0.2 2.0 -0.1 0.3839
H -3.495979 -0.641235 4.736857 0.1 0.0 -1.9 0.4894
H -4.470445 -1.235928 3.262684 1.5 1.2 0.6 0.3807
H -2.771117 2.881314 3.456936 0.9 -1.5 -0.9 0.6916
H -1.650990 1.447326 3.801741 -3.4 -0.2 -1.5 -0.2566
H -4.615194 2.092841 1.284887 0.1 -1.9 0.6 0.4131
H -5.807218 0.997457 2.152555 1.9 -0.2 -0.8 0.4565
Cs 0.209151 2.100422 -0.921497 6.0 -1.0 -4.6 0.8089
C 2.270833 1.027079 -6.545860 -0.4 -0.1 -0.7 -0.2560
Cl 1.959961 -0.708370 -6.606161 0.1 0.1 0.0 -0.0628
Cl 2.788924 1.524727 -4.927608 0.1 0.2 0.3 -0.1912
H 3.055478 1.272649 -7.260516 -0.1 -0.1 0.2 0.2899
H 1.355919 1.559533 -6.805442 0.1 -0.2 0.1 0.2184
C 5.811985 3.682328 0.344560 0.1 0.3 0.0 -0.5066
O 4.645145 4.369813 0.772279 -0.2 0.2 0.1 -0.5060
H 5.576718 2.622851 0.234839 -0.1 0.1 0.0 0.1456
H 6.141910 4.080596 -0.617855 0.2 -0.2 0.0 0.3158
H 6.603253 3.801534 1.088966 0.1 -0.2 -0.1 0.2704
H 4.880786 5.303124 0.861114 -0.2 -0.3 0.0 0.2987
F -1.538722 -1.502153 -7.830433 0.1 1.3 -1.0 -0.3779
Al -1.626943 -0.164979 -9.002861 -0.3 -0.1 -0.3 0.7296
F -0.272531 0.957838 -8.719728 -1.2 -1.0 -0.1 -0.4334
F -3.166258 0.701514 -8.801077 1.7 -0.9 -0.1 -0.4589
F -1.522484 -0.815452 -10.653962 0.0 0.7 1.8 -0.4567
C -0.514645 -6.223188 -4.060069 2.4 -0.3 1.1 -0.4224
C -1.695812 -5.901674 -4.676507 -3.4 0.7 -1.5 0.3261
C -1.565789 -4.782971 -5.701290 -0.1 0.7 -0.8 0.3950
O -2.477195 -4.394299 -6.410407 0.4 -0.6 0.8 -0.4917
C -0.252161 -4.118393 -5.843996 -2.3 0.8 -1.3 -0.1321
C 0.928233 -4.434640 -5.214283 3.5 -0.8 1.8 0.4903
C 0.817687 -5.623796 -4.269302 -0.4 -1.0 0.6 0.4471
O 1.763042 -6.112511 -3.667070 -0.2 0.6 -0.5 -0.5952
O 2.035839 -3.874223 -5.334736 -1.9 -0.5 -0.2 -0.5364
O -2.817422 -6.414877 -4.493771 1.7 0.4 0.1 -0.5869
H -0.509805 -7.017626 -3.321587 0.0 0.0 0.0 0.4315
H -0.267894 -3.287600 -6.544503 -0.1 0.1 -0.1 0.4620
Mg -0.087977 1.989721 3.760631 0.4 5.6 0.9 0.3713
O -5.551995 5.407429 5.079197 -0.1 0.7 -0.3 -0.9446
H -5.184452 4.545991 5.236041 0.2 -0.7 0.2 0.1832

2.
122
Properties=species:S:1:pos:R:3:forces:R:3:lowdin_spin:R:1 method="wB97M-V/def2-TZVPD" lumo_ev="-1.86 / -1.86" s2=0.755 multiplicity=2 total_charge=0 de_lowest_kj_mol=0.0 homo_lumo_gap_ev="4.980 / 5.719" e_homo_ha="-0.2512 / -0.2784"
Sr -2.426673 0.532780 2.780840 -0.9 -0.9 -2.0 0.0066
C 1.156918 -3.590502 3.760832 -0.1 -0.1 0.0 0.0012
C 2.403833 -2.785319 3.391020 0.1 -0.2 -0.1 0.0111
C 3.493706 -3.787166 2.987563 0.1 0.0 0.0 0.0026
P 2.000225 -1.419651 2.180695 -0.1 0.4 0.4 0.0530
C 2.487213 -2.184292 0.598777 -0.1 -0.2 -0.1 0.0028
N 2.184623 -1.361300 -0.550525 0.4 0.0 0.1 0.1028
Ge 0.677148 -0.169705 -0.689291 -0.2 -0.1 -0.4 0.3919
N -0.275785 -1.158367 -2.020571 -0.7 0.2 -0.1 0.0820
C -1.103084 -2.277139 -1.613700 0.4 0.1 0.1 0.0035
P -2.296549 -1.896079 -0.250934 -0.4 -0.1 0.0 0.0460
C -3.951229 -1.595524 -1.035302 -0.1 -0.2 -0.1 0.0066
C -4.034692 -0.180142 -1.592999 0.1 0.1 0.0 0.0003
C -4.448965 -2.614679 -2.057447 0.0 0.0 0.0 0.0020
C -2.469667 -3.615784 0.449310 0.0 0.0 0.0 0.0045
C -2.345371 -4.803504 -0.512400 0.0 0.0 0.0 0.0014
C -1.443456 -3.775299 1.567363 0.0 -0.1 0.0 0.0001
C -0.406434 -0.554687 -3.249324 0.1 -0.2 0.0 0.0034
C -1.403490 -0.733885 -4.207389 0.0 0.0 0.0 0.0101
C -1.370883 0.013070 -5.381719 0.0 0.0 0.0 -0.0005
C -0.368790 0.938800 -5.629612 0.0 0.0 0.0 0.0102
C 0.671734 1.077258 -4.710574 0.0 -0.1 -0.1 -0.0011
C 0.646898 0.314317 -3.569698 0.2 0.0 0.1 0.0089
N 1.740039 0.210545 -2.617526 0.3 0.0 -0.2 0.0002
C 2.519578 -0.986278 -2.872751 0.0 0.2 0.1 0.0024
C 3.005737 -1.319446 -4.117242 0.0 0.0 0.0 -0.0004
C 3.762926 -2.475016 -4.276344 0.0 0.0 0.0 0.0019
C 3.999016 -3.276111 -3.172194 0.0 0.0 0.1 0.0008
C 3.488893 -2.951933 -1.920175 0.0 0.0 -0.1 0.0047
C 2.734393 -1.786301 -1.748938 -0.1 0.0 0.2 0.0105
C 2.504238 1.403265 -2.363853 -0.3 -0.1 0.2 0.0098
C 3.743945 1.675376 -2.895638 0.0 0.1 0.0 -0.0016
C 4.384445 2.864655 -2.556523 0.0 0.0 0.0 0.0135
C 3.762673 3.736029 -1.680427 0.0 0.0 0.0 -0.0004
C 2.529363 3.437742 -1.109505 0.0 -0.1 0.0 0.0140
C 1.870154 2.247492 -1.435031 -0.1 0.1 -0.1 0.0061
N 0.639253 1.807866 -0.930289 0.3 0.6 0.4 0.1449
C -0.026746 2.845572 -0.092461 0.0 -0.4 -0.3 0.0064
P -1.903408 2.799655 0.065853 0.8 -0.4 0.0 0.0061
C -2.192349 4.400621 0.963976 0.2 0.1 0.0 0.0011
C -3.697716 4.645015 1.060150 -0.1 0.0 0.0 0.0001
C -1.559719 4.464262 2.353131 0.1 0.0 0.0 0.0000
C -2.338309 3.284539 -1.680744 -0.4 0.2 0.0 0.0005
C -1.723313 2.341960 -2.707847 0.0 0.1 0.1 0.0007
C -1.996252 4.721966 -2.079711 0.0 0.0 0.0 0.0003
C 3.417544 -0.227659 2.442254 0.2 0.0 0.1 0.0031
C 4.796469 -0.828684 2.711796 0.0 0.0 0.1 0.0009
C 3.574234 0.755419 1.272696 0.3 -0.2 0.2 0.0019
H 1.344784 -4.199604 4.647635 0.0 0.0 0.0 0.0000
H 0.891537 -4.273700 2.950505 0.0 0.0 0.0 0.0000
H 0.277982 -2.976248 3.947164 0.0 0.2 0.1 0.0006
H 2.753616 -2.243476 4.277408 -0.1 0.0 0.0 0.0002
H 3.154150 -4.414895 2.162036 0.0 0.0 0.0 0.0001
H 3.697855 -4.453549 3.829014 0.0 0.0 0.0 0.0005
H 4.436556 -3.329885 2.695809 -0.1 0.0 0.0 0.0001
H 1.993703 -3.167926 0.530146 0.0 0.0 0.0 0.0000
H 3.561610 -2.388002 0.661046 0.0 0.0 -0.2 0.0014
H -0.432685 -3.010638 -1.148497 0.0 -0.1 -0.1 0.0012
H -1.535576 -2.773015 -2.483807 -0.1 0.0 0.1 0.0008
H -4.615860 -1.632598 -0.168466 0.1 0.0 0.0 0.0001
H -3.451813 -0.074185 -2.509226 0.1 0.0 -0.1 0.0001
H -3.673542 0.546924 -0.864128 -0.1 0.0 0.0 0.0001
H -5.071698 0.066944 -1.835192 0.0 0.0 0.1 0.0000
H -3.758357 -2.753984 -2.892739 0.0 0.0 0.0 0.0001
H -5.393654 -2.264695 -2.483134 0.0 0.0 0.0 0.0004
H -4.642235 -3.589326 -1.612566 0.0 0.0 0.0 0.0001
H -3.465609 -3.616292 0.900461 -0.1 0.0 0.0 0.0001
H -1.303269 -4.979047 -0.788635 0.0 0.0 0.0 0.0001
H -2.913014 -4.694580 -1.433390 0.0 0.0 0.0 0.0001
H -2.695931 -5.710651 -0.013541 0.0 0.0 0.0 0.0002
H -0.431031 -3.571191 1.200249 0.0 0.0 0.0 -0.0003
H -1.444249 -4.794364 1.965417 0.0 0.0 0.0 -0.0001
H -1.655292 -3.092889 2.390609 0.1 0.1 0.0 0.0002
H -2.210684 -1.432031 -4.038549 0.0 0.0 0.0 0.0008
H -2.159857 -0.126447 -6.110345 0.0 0.0 0.0 -0.0002
H -0.373316 1.524971 -6.538207 0.0 0.0 0.0 0.0006
H 1.497720 1.756168 -4.887592 0.0 0.0 0.0 -0.0003
H 2.776531 -0.684892 -4.964534 0.0 0.0 0.0 -0.0001
H 4.149909 -2.744108 -5.249287 0.0 0.0 0.0 0.0001
H 4.582116 -4.182482 -3.277332 0.0 0.0 0.0 0.0002
H 3.669174 -3.620812 -1.091647 0.0 0.0 0.0 0.0002
H 4.212954 0.967355 -3.565183 0.0 0.0 0.0 -0.0004
H 5.355013 3.096718 -2.972390 0.0 0.0 0.0 0.0008
H 4.245855 4.667533 -1.413089 0.0 0.0 0.0 -0.0003
H 2.104371 4.127616 -0.396439 0.0 0.0 0.0 0.0014
H 0.178871 3.797094 -0.589425 0.0 0.0 0.1 0.0022
H 0.422561 2.916226 0.902418 0.0 -0.1 0.1 0.0009
H -1.734031 5.194656 0.370693 0.0 0.0 0.0 0.0001
H -4.190784 3.839096 1.609618 0.0 0.0 0.0 0.0000
H -4.171986 4.711934 0.079848 0.0 0.0 0.0 0.0000
H -3.897244 5.578096 1.591042 0.0 0.0 0.0 0.0000
H -2.053526 3.785301 3.051423 -0.1 0.0 0.0 0.0000
H -1.683328 5.463799 2.774949 -0.1 0.0 0.0 0.0000
H -0.484606 4.268971 2.335590 0.0 0.0 0.0 0.0000
H -3.426842 3.172958 -1.714061 0.0 0.0 0.0 0.0000
H -0.676224 2.595339 -2.878210 -0.1 0.0 0.0 0.0004
H -2.254874 2.430382 -3.657580 0.0 0.0 0.0 0.0001
H -1.749448 1.302484 -2.398988 -0.1 0.0 0.1 -0.0001
H -0.944133 4.953102 -1.894504 0.0 0.0 0.0 0.0002
H -2.605554 5.472767 -1.578087 0.0 0.0 0.0 0.0000
H -2.160993 4.835939 -3.153525 0.0 0.0 0.0 0.0000
H 3.121028 0.312679 3.351493 0.0 0.1 -0.1 0.0007
H 5.151450 -1.400943 1.851934 0.0 0.0 0.0 0.0001
H 4.821697 -1.471161 3.591823 0.0 0.0 0.0 0.0001
H 5.515234 -0.022097 2.875802 0.0 0.0 0.0 0.0001
H 3.974098 0.233109 0.400329 0.0 0.1 0.0 0.0000
H 4.286864 1.538334 1.544780 0.0 0.0 0.0 0.0002
H 2.656845 1.235937 0.972318 -0.4 0.2 0.0 0.0019
O -0.272126 1.558389 3.040154 0.7 0.3 0.3 0.0041
H -0.721491 2.393193 3.237357 0.3 0.4 0.1 0.0000
H 0.083281 1.322810 3.910338 0.1 0.0 0.0 0.0001
Cl -4.843816 -0.262814 1.806148 0.0 0.2 0.2 0.0022
O -2.943123 -1.235365 4.410606 -0.3 -0.6 0.5 0.0000
N -2.490405 -1.482676 5.474391 0.6 0.1 0.3 0.0001
S 0.589666 -0.783288 7.708856 0.0 0.0 0.0 0.0001
C -0.458454 -0.881762 6.586992 -0.1 -0.2 0.3 0.0001
N -1.204617 -0.903850 5.624984 -0.3 0.0 -0.7 0.0001
O -3.049158 3.602037 6.129048 -0.1 -0.1 -0.1 0.0000
Cl -2.753822 2.296620 5.661595 0.2 -0.2 -0.4 0.0000
O -3.404930 1.271076 6.419976 0.2 0.2 -0.1 0.0000
O -1.313918 2.065935 5.637130 -0.3 0.1 0.1 0.0000
O -3.202255 2.173214 4.235584 -0.1 0.5 1.1 0.0000